No. 1
Entry from the Open Molecules 2025 dataset: a cluster of 10 separate species, C12H5BCl36O4 in total at a distorted geometry (ωB97M-V/def2-TZVPD).

```
58
Properties=species:S:1:pos:R:3:nbo_charge:R:1
O 1.121 -2.408 -2.654 -0.824
C 0.534 -1.660 -3.481 0.739
O 1.023 -0.486 -3.729 -0.810
C -0.784 -2.065 -4.269 -0.027
C -1.800 -3.092 -3.570 -0.100
O -3.038 -2.371 -3.801 -0.776
B -2.613 -0.982 -3.497 0.414
O -1.475 -0.838 -4.464 -0.728
H -0.450 -2.596 -5.201 0.151
H -1.703 -3.261 -2.460 0.162
H -2.032 -4.075 -4.060 0.143
H -3.478 -0.142 -3.544 -0.150
H -2.017 -1.038 -2.432 -0.165
C -3.073 2.293 -0.994 -0.220
Cl -1.682 1.331 -1.474 0.161
Cl -2.518 3.725 -0.090 -0.010
Cl -3.966 2.815 -2.434 0.036
Cl -4.141 1.321 0.041 0.023
C -3.620 -1.254 -7.854 -0.219
Cl -4.735 -0.864 -9.192 -0.014
Cl -4.037 -0.298 -6.436 0.121
Cl -3.751 -2.977 -7.465 0.051
Cl -1.960 -0.886 -8.348 0.052
C -1.704 -6.336 -1.159 -0.226
Cl -1.646 -7.466 -2.539 0.019
Cl -0.430 -5.134 -1.333 0.145
Cl -3.280 -5.532 -1.131 0.065
Cl -1.477 -7.236 0.362 0.004
C 0.931 4.763 1.936 -0.220
Cl 0.928 3.660 0.556 0.110
Cl 2.259 5.928 1.762 0.035
Cl -0.614 5.633 1.998 0.048
Cl 1.149 3.840 3.438 0.041
C -7.724 4.474 -2.842 -0.220
Cl -7.920 3.179 -1.652 0.067
Cl -9.308 4.894 -3.527 0.028
Cl -7.025 5.900 -2.053 0.045
Cl -6.648 3.929 -4.134 0.082
C 4.172 0.735 2.815 -0.219
Cl 5.865 1.149 2.478 0.032
Cl 3.107 1.894 2.011 0.071
Cl 3.832 -0.894 2.219 0.082
Cl 3.887 0.800 4.568 0.020
C 4.455 3.146 7.726 -0.219
Cl 3.345 3.568 6.417 0.079
Cl 4.078 4.122 9.157 0.048
Cl 4.277 1.429 8.123 0.057
Cl 6.126 3.459 7.202 0.050
C 7.627 6.713 10.416 -0.222
Cl 6.296 7.765 10.931 0.047
Cl 7.063 5.635 9.130 0.070
Cl 8.966 7.707 9.813 0.046
Cl 8.183 5.748 11.795 0.045
C 2.283 -9.531 -0.617 -0.222
Cl 2.811 -10.937 -1.566 0.026
Cl 0.802 -8.868 -1.314 0.088
Cl 1.976 -10.035 1.058 0.030
Cl 3.552 -8.296 -0.637 0.060
```

The value obtained for the total energy is -17352.874517 Ha. For the HOMO-LUMO gap, the calculation gives 0.09923 Eh. The total charge is -2. The calculation puts the HOMO energy at -0.74 eV. The value obtained for the LUMO energy is 0.0719 Ha. As for the multiplicity: 1.

---

No. 2
Entry from the Open Molecules 2025 dataset: a structure of composition C12H5NO5V at a distorted geometry (ωB97M-V/def2-TZVPD).

```
24
Properties=species:S:1:pos:R:3:nbo_charge:R:1
O 1.373 -2.097 3.736 -0.327
C 1.699 -1.783 2.700 0.541
V 2.692 -1.169 0.334 0.187
O 5.331 -2.545 1.165 -0.261
C 4.328 -2.034 0.879 0.581
C 3.206 -0.629 -1.415 0.595
O 3.539 -0.306 -2.485 -0.267
C 3.150 0.544 1.235 0.603
O 3.506 1.544 1.709 -0.277
C 1.824 -2.875 -0.209 0.603
O 1.397 -3.886 -0.586 -0.277
N 0.776 -0.342 0.130 -0.558
C -0.259 0.139 -0.077 0.594
C -1.510 0.726 -0.336 -0.216
C -1.707 1.475 -1.516 -0.131
C -2.950 2.053 -1.781 -0.200
C -4.003 1.889 -0.871 -0.098
C -3.819 1.149 0.305 -0.200
C -2.577 0.569 0.575 -0.132
H -0.874 1.594 -2.216 0.234
H -3.091 2.632 -2.701 0.259
H -4.974 2.340 -1.080 0.255
H -4.642 1.021 1.018 0.258
H -2.416 -0.011 1.489 0.234
```

The value obtained for the total energy is -1834.603242 Ha. For the HOMO-LUMO gap (spin up / spin down), the calculation gives 0.25376 / 0.19985 Eh. The total charge is +2. The calculation puts the HOMO energy (spin up / spin down) at -15.83 / -15.82 eV. For the relative energy (zero: lowest compared OMol25 entry of this formula, charge and spin), the calculation gives 0.00 kJ/mol. The value obtained for the LUMO energy (spin up / spin down) is -0.3281 / -0.3816 Ha. Its expectation value of S² is 3.7711. As for the multiplicity: 4.

---

No. 3
Entry from the Open Molecules 2025 dataset: a structure of composition C12H6BF10N4PPbS (ωB97M-V/def2-TZVPD).

```
36
Properties=species:S:1:pos:R:3:lowdin_charge:R:1
Pb -0.555 -1.032 0.660 1.800
S 2.446 4.318 -3.812 1.369
N 0.947 4.205 -3.205 -0.110
C 0.895 3.097 -2.520 -0.197
C -0.225 2.589 -1.757 -0.043
C -1.453 3.261 -1.679 0.126
C -2.476 2.719 -0.914 0.071
C -2.254 1.522 -0.260 0.013
N -1.059 0.887 -0.351 -0.001
C -0.055 1.387 -1.073 -0.104
C 1.233 0.626 -1.123 -0.104
N 1.318 -0.519 -0.445 0.001
C 2.451 -1.264 -0.448 0.014
C 3.568 -0.859 -1.156 0.071
C 3.509 0.327 -1.875 0.126
C 2.328 1.082 -1.856 -0.043
C 2.187 2.331 -2.568 -0.191
N 3.091 2.940 -3.289 -0.119
H -1.592 4.196 -2.212 0.161
H -3.434 3.213 -0.819 0.158
H -3.017 1.050 0.348 0.157
H 2.436 -2.185 0.121 0.157
H 4.464 -1.466 -1.140 0.158
H 4.362 0.674 -2.449 0.161
F -0.253 -0.667 2.535 -0.315
P -1.183 -1.654 5.120 0.312
F -2.166 -2.242 4.020 -0.109
F -1.704 -2.214 6.423 0.043
F -1.981 -0.304 4.963 -0.086
F -0.158 -2.760 4.644 -0.090
F 0.060 -0.781 5.515 -0.068
F -1.431 -2.463 -0.292 -0.291
B -2.591 -5.037 0.227 -0.857
F -3.212 -5.021 -0.928 0.292
F -3.130 -4.448 1.278 0.266
F -1.364 -5.511 0.318 0.271
```

The value obtained for the total energy is -2634.963083 Ha. For the HOMO-LUMO gap (spin up / spin down), the calculation gives 0.24455 / 0.18959 Eh. The total charge is +3. The calculation puts the HOMO energy (spin up / spin down) at -20.40 / -20.40 eV. The value obtained for the LUMO energy (spin up / spin down) is -0.5051 / -0.5600 Ha. Its expectation value of S² is 0.7782. As for the multiplicity: 2.

---

No. 4
Entry from the Open Molecules 2025 dataset: the ion C12H6BF12N2O3S2 with charge +1 at a distorted geometry (ωB97M-V/def2-TZVPD).

```
38
Properties=species:S:1:pos:R:3:nbo_charge:R:1
C -1.160 -3.508 -0.365 -1.005
B -0.595 -2.234 0.518 0.965
O -1.099 -2.165 1.871 -0.856
C 0.499 -1.163 0.017 -0.287
C 2.012 -1.607 0.116 0.110
N 3.045 -0.698 -0.275 -0.439
C 2.751 0.646 -0.775 0.148
C 4.043 1.504 -1.179 0.608
F 3.852 2.370 -2.270 -0.268
F 5.126 0.632 -1.558 -0.309
C 4.550 2.250 0.172 0.922
F 3.999 1.624 1.321 -0.317
F 5.962 2.058 0.259 -0.297
F 4.278 3.628 0.198 -0.282
C 1.272 1.171 -0.894 0.268
N 1.124 2.549 -1.363 -0.503
C 1.251 3.357 -0.346 0.254
S 1.008 4.283 1.011 0.249
C 0.058 0.217 -0.507 -0.214
S -1.604 0.928 -0.740 1.896
O -1.537 1.570 -2.130 -0.807
O -1.699 2.148 0.171 -0.798
C -3.098 -0.131 -0.826 0.428
F -4.023 0.614 -1.643 -0.253
F -2.874 -1.304 -1.635 -0.294
C -3.917 -0.518 0.483 0.558
F -3.836 -1.907 0.854 -0.299
F -5.315 -0.377 0.161 -0.279
C -3.724 0.356 1.800 0.931
F -4.257 1.663 1.581 -0.291
F -2.444 0.356 2.369 -0.292
F -4.592 -0.214 2.790 -0.303
H -1.257 -3.226 -1.467 0.263
H -0.361 -4.328 -0.244 0.260
H -2.130 -3.889 0.098 0.259
H -1.614 -2.971 2.093 0.514
H 2.281 -2.646 0.501 0.279
H 4.024 -1.041 -0.166 0.479
```

The value obtained for the total energy is -2815.171568 Ha. For the HOMO-LUMO gap, the calculation gives 0.25738 Eh. The total charge is +1. The calculation puts the HOMO energy at -13.33 eV. Its SMILES is CB(O)c1c[nH+]c(C(F)(F)C(F)(F)F)c(N=C=S)c1S(=O)(=O)C(F)(F)C(F)(F)C(F)(F)F. The value obtained for the LUMO energy is -0.2326 Ha. As for the multiplicity: 1.